1.
Below is a structure of composition C22H40N2ReSSi4, with properties calculated with ωB97M-V/def2-TZVPD.

Structure (XYZ):
```
70
Properties=species:S:1:pos:R:3:forces:R:3:nbo_charge:R:1
Re 0.069801 0.474558 0.221580 0.55 0.55 -0.17 0.792
C 3.209959 -0.033719 2.279681 -0.16 -0.05 0.04 -1.136
Si 1.392652 0.383563 2.437133 0.05 0.01 0.17 1.499
C 0.515235 -0.910402 3.473950 0.05 0.11 -0.13 -1.135
C 1.201301 2.086083 3.220394 0.02 -0.17 -0.10 -1.131
C 1.668769 0.425674 -0.561735 -0.04 -0.37 -0.22 -0.908
Si 2.616486 -1.048552 -1.518752 0.06 0.10 0.08 1.719
C 4.371208 -0.510028 -1.847674 -0.15 -0.05 -0.01 -1.147
C 1.602845 -1.218057 -3.083116 0.06 -0.01 0.09 -1.134
C 2.651424 -2.577485 -0.451191 -0.01 0.07 -0.07 -1.134
Si 2.161234 2.231530 -1.123635 -0.14 0.06 0.05 1.691
C 3.802467 2.716361 -0.398650 -0.15 -0.02 -0.05 -1.132
C 1.995839 2.375808 -2.969653 -0.01 0.01 0.18 -1.135
C 0.815414 3.281427 -0.256890 0.15 -0.11 -0.15 -0.171
C 0.784578 4.663732 -0.243427 -0.05 0.06 0.03 -0.213
C -0.214983 5.335305 0.450796 0.04 -0.03 -0.03 -0.090
C -1.175233 4.600841 1.129620 0.03 -0.05 -0.01 -0.222
C -1.106697 3.223492 1.085715 -0.12 0.09 0.13 0.072
N -0.142477 2.583794 0.410666 -0.16 -0.26 0.14 -0.516
H 3.648651 -0.008685 3.280479 0.02 0.00 0.02 0.267
H 3.763951 0.672663 1.662079 -0.02 0.03 -0.04 0.237
H 3.367773 -1.039229 1.887064 -0.03 0.02 -0.02 0.248
H 0.992143 -0.956480 4.456004 0.02 0.03 0.03 0.267
H 0.577752 -1.904743 3.030252 0.02 0.00 -0.01 0.250
H -0.539489 -0.676293 3.627591 -0.02 0.01 -0.01 0.247
H 1.707934 2.065397 4.188070 0.03 -0.03 0.03 0.271
H 0.159677 2.345326 3.412332 -0.02 -0.01 0.01 0.238
H 1.657561 2.886716 2.635567 0.01 0.00 -0.04 0.235
H 4.461411 0.404213 -2.433083 -0.01 0.02 -0.03 0.244
H 4.841450 -1.307065 -2.430749 0.01 -0.02 -0.02 0.278
H 4.952762 -0.405215 -0.931367 -0.02 0.02 0.04 0.257
H 2.094702 -0.712340 -3.914891 -0.01 0.02 -0.02 0.261
H 0.589766 -0.825350 -2.995248 -0.01 0.00 0.04 0.242
H 1.518636 -2.274734 -3.344663 0.03 -0.01 -0.01 0.271
H 3.551104 -2.591302 0.164878 -0.01 0.02 0.01 0.260
H 2.715785 -3.431371 -1.131060 0.01 -0.04 0.01 0.272
H 1.790469 -2.747309 0.193628 -0.02 0.04 -0.03 0.244
H 4.605122 2.027746 -0.654651 -0.01 -0.03 -0.02 0.273
H 3.757150 2.818246 0.685514 -0.03 -0.02 0.02 0.263
H 4.066357 3.694000 -0.812281 0.01 0.02 0.00 0.274
H 2.749045 1.793603 -3.498983 0.04 -0.03 0.01 0.268
H 2.131352 3.421374 -3.257170 0.01 0.02 0.01 0.274
H 1.011045 2.060264 -3.315839 -0.01 -0.02 0.02 0.262
H 1.548400 5.219328 -0.771308 0.01 0.02 -0.01 0.249
H -0.240092 6.416407 0.465528 0.00 0.02 0.00 0.257
H -1.962243 5.082415 1.691106 -0.02 0.00 0.01 0.261
H -1.825501 2.607421 1.611740 -0.01 0.00 -0.02 0.227
C -3.193995 -3.865892 1.663593 -0.03 0.01 -0.15 -1.114
Si -3.732194 -3.456478 -0.082901 -0.08 -0.13 0.02 1.608
C -2.667331 -4.286969 -1.379856 -0.07 0.05 0.13 -1.113
C -5.545614 -3.815436 -0.339570 0.16 0.04 0.01 -1.124
C -3.506112 -1.561297 -0.321882 0.10 -0.02 0.01 -0.442
C -4.559709 -0.718059 -0.690146 -0.01 0.04 0.02 -0.080
C -4.380310 0.648919 -0.875252 0.03 -0.01 0.00 -0.229
C -3.128288 1.188957 -0.671605 -0.05 0.09 -0.06 0.072
N -2.100807 0.413562 -0.308975 0.12 -0.07 -0.06 -0.592
C -2.295091 -0.909597 -0.165251 -0.05 -0.13 -0.05 0.118
S -0.727278 -1.665750 0.259745 -0.12 0.12 0.19 0.139
H -3.397829 -4.918852 1.867322 0.01 -0.03 -0.01 0.264
H -3.745157 -3.283330 2.403392 -0.02 0.03 -0.01 0.251
H -2.127246 -3.705526 1.825985 0.00 0.00 0.01 0.238
H -2.808033 -5.368269 -1.334299 0.01 -0.03 0.02 0.264
H -1.603860 -4.091108 -1.231349 0.02 -0.01 0.00 0.234
H -2.935803 -3.967030 -2.387585 -0.03 0.03 -0.01 0.251
H -5.717086 -4.886411 -0.219263 0.01 -0.03 0.01 0.268
H -5.888533 -3.551316 -1.341201 0.00 0.02 -0.02 0.250
H -6.176773 -3.308194 0.391855 -0.01 0.03 0.01 0.251
H -5.546932 -1.138445 -0.838489 0.00 -0.01 -0.01 0.246
H -5.201475 1.283750 -1.173903 0.00 0.02 0.00 0.254
H -2.927050 2.243873 -0.805725 0.00 0.01 0.01 0.218
```
Forces are in eV/Å.

HOMO energy (alpha / beta)   -14.5 / -14.9 eV
Energy   -70908.646 eV
Total charge   +2
F_max   0.80 eV/A
Spin multiplicity   2



2.
Below is a structure of composition C36H25N3O5PSe2Tl, with properties calculated with ωB97M-V/def2-TZVPD.

Structure (XYZ):
```
73
Properties=species:S:1:pos:R:3:forces:R:3:lowdin_charge:R:1
Tl 12.457777 8.839849 11.816238 0.04 -0.39 -0.04 0.839
O 10.136518 8.854352 15.886292 0.79 0.33 -1.05 -0.024
C 10.864133 9.083077 14.889857 -0.06 -3.44 -0.04 -0.601
O 11.460520 8.157941 14.147276 -1.35 2.28 1.35 -0.264
C 11.055728 10.500741 14.492820 0.51 2.08 1.15 -0.177
C 10.881005 11.588640 15.420213 0.52 -1.06 -3.03 0.029
C 11.195791 12.874520 14.933810 -0.13 -0.88 0.33 -0.057
C 11.663873 13.045134 13.639006 -0.44 -1.13 -0.39 0.013
C 11.787672 11.887289 12.806781 0.44 2.59 0.60 -0.213
N 11.529580 10.706258 13.258687 -0.31 -1.43 0.49 0.054
C 12.256452 12.059532 11.370227 0.76 0.11 -0.99 -0.663
O 11.886606 13.117177 10.854297 -0.10 0.10 -0.15 -0.002
O 12.998491 11.163177 10.828913 -0.92 0.13 1.04 -0.210
H 10.488648 11.372463 16.382218 -0.18 -0.04 0.65 0.096
H 11.040695 13.695783 15.618324 0.16 0.32 -0.14 0.098
H 11.867858 14.008515 13.203497 0.08 0.10 0.02 0.108
O 8.838410 5.357719 7.178784 -3.28 0.62 3.17 0.279
C 7.957329 5.450780 7.949797 3.84 -1.00 -3.35 -0.031
C 6.703221 5.356475 8.513539 -2.32 0.83 1.08 -0.197
C 5.536149 4.940062 7.752176 0.92 0.43 -1.54 0.016
C 4.289013 5.007876 8.345231 0.21 -0.95 -0.23 -0.052
C 4.158790 5.595299 9.608095 2.04 0.47 0.23 -0.007
C 5.234318 6.211507 10.279805 0.88 -1.33 -1.77 -0.015
C 6.564102 5.979480 9.799054 -2.21 -0.21 -0.58 -0.274
P 8.110806 6.495446 10.578604 -0.02 0.56 0.31 1.147
C 7.657513 8.260424 10.669304 0.21 -0.03 1.15 -0.359
C 6.973502 8.933030 11.731390 0.97 0.88 -2.72 -0.043
C 6.714479 10.274895 11.476835 -1.15 0.18 0.57 -0.070
C 7.226461 10.999565 10.386931 -1.40 0.48 1.55 -0.073
C 7.974357 10.341432 9.472270 0.76 0.36 -1.81 -0.078
C 8.118786 8.961414 9.581834 0.81 0.31 -0.86 -0.124
C 7.895226 5.998062 12.300061 -1.11 -1.90 -0.72 -0.393
C 8.855039 6.386665 13.183264 0.87 1.26 0.72 -0.080
C 8.796824 5.948549 14.509212 1.54 1.12 0.06 -0.033
C 7.749458 5.194306 14.918326 -0.51 -0.81 1.56 -0.090
C 6.769215 4.799946 14.055317 -1.62 -0.92 -0.92 -0.099
C 6.883533 5.097428 12.717533 -0.11 0.05 -1.08 -0.102
H 5.644127 4.712754 6.634389 -0.10 -0.08 1.94 0.157
H 3.424722 4.500714 7.865243 0.69 0.76 0.26 0.133
H 3.257894 5.557228 10.138436 -1.50 0.17 0.34 0.103
H 5.048759 6.801703 11.152029 0.13 0.01 0.51 0.113
H 6.662035 8.518455 12.645879 -0.34 -0.87 0.80 0.098
H 5.945061 10.759500 12.100606 0.86 -0.02 0.04 0.115
H 6.925479 12.060307 10.342881 0.57 -0.64 -0.28 0.124
H 8.416200 10.901337 8.621195 -0.28 -0.61 0.64 0.129
H 8.691461 8.428612 8.803372 -0.26 0.31 0.43 0.100
H 9.601795 7.132430 12.867931 0.03 -0.54 0.44 0.100
H 9.566731 6.262578 15.226475 -0.26 0.03 -0.50 0.120
H 7.661646 4.819006 15.932870 0.23 0.37 0.10 0.116
H 5.873294 4.232496 14.377764 0.89 0.18 -0.05 0.118
H 6.230011 4.573357 11.984739 0.36 0.75 0.68 0.104
Se 16.587926 7.084063 9.794454 -0.12 -0.26 1.36 0.665
Se 15.847466 6.234948 11.933916 -0.38 -0.03 -0.78 0.630
C 16.093460 7.774167 13.034777 -1.05 1.82 1.14 -0.690
C 17.394412 8.132007 13.299807 1.35 -1.03 -0.41 -0.159
C 17.715081 9.394891 13.765703 0.25 0.33 -0.71 -0.066
C 16.692488 10.307148 13.935517 -0.44 -0.95 0.86 -0.054
C 15.390711 9.811463 13.921390 -1.07 -0.75 -0.75 -0.113
N 15.063591 8.564222 13.485932 1.12 0.29 -1.00 0.031
C 14.981015 7.699407 8.954737 -0.52 -0.43 -0.96 -0.715
C 14.364888 6.806314 8.060633 -0.52 1.47 -0.15 -0.105
C 13.387957 7.339818 7.195081 1.97 0.79 1.61 -0.068
C 13.222501 8.718937 7.157166 -0.60 0.06 0.34 -0.057
C 13.820551 9.519391 8.141924 0.03 -1.51 0.78 -0.113
N 14.631808 8.973908 9.065653 0.45 0.33 -0.50 0.038
H 18.183673 7.390305 13.048462 -0.53 0.78 0.24 0.104
H 18.764538 9.678686 13.812887 -0.22 0.02 0.25 0.112
H 16.845153 11.312079 14.247469 0.26 0.66 0.02 0.097
H 14.524819 10.476666 14.159347 0.78 -0.73 -0.06 0.123
H 14.673934 5.784902 7.985723 -0.01 -0.41 0.19 0.084
H 12.869423 6.668699 6.593173 -0.89 -0.79 -1.28 0.077
H 12.529947 9.146885 6.441159 0.10 0.13 0.05 0.098
H 13.584354 10.551479 8.332686 -0.08 0.32 -0.26 0.103
```
Forces are in eV/Å.

HOMO energy   -7.1 eV
Energy   -197116.199 eV
F_max   5.19 eV/A



3.
Below is an isolated molecule of H5NOSi, with properties calculated with ωB97M-V/def2-TZVPD.

Structure (XYZ):
```
8
Properties=species:S:1:pos:R:3:forces:R:3:nbo_charge:R:1
N -0.962272 -0.506276 -0.009550 1.06 -0.69 -3.13 -1.308
O 1.733296 -0.499168 0.002403 -0.04 2.80 -4.59 -1.090
Si 0.441748 0.489977 -0.054678 0.11 0.60 0.54 1.557
H -1.293438 -1.099859 -0.806253 0.38 0.96 1.36 0.402
H -1.618046 -0.340684 0.682884 -1.54 0.26 1.22 0.393
H 1.906962 -0.996915 0.710798 0.86 -2.94 4.13 0.487
H 0.833844 1.503941 -1.221155 -0.80 -1.22 1.18 -0.197
H 0.329389 1.124537 1.318436 -0.03 0.23 -0.71 -0.245
```
Forces are in eV/Å.

HOMO energy   -10.1 eV
SMILES string   N[SiH2]O
Energy   -11497.565 eV
F_max   5.38 eV/A



4.
Below is a structure of composition C5H6INO, with properties calculated with ωB97M-V/def2-TZVPD.

Structure (XYZ):
```
14
Properties=species:S:1:pos:R:3:forces:R:3:nbo_charge:R:1
C -2.055634 0.935687 1.452842 0.46 -0.37 -0.04 -0.193
C -1.166349 0.140496 1.354061 -0.57 0.36 -0.01 -0.040
C -0.136593 -1.476556 -1.223674 -0.01 -0.04 -0.37 0.646
C 0.415259 -0.120890 -1.569996 -0.04 0.13 -0.08 -0.709
C -0.071667 -0.782949 1.291683 0.67 -2.10 -1.99 -0.298
N -0.145930 -1.824093 0.086531 -0.25 1.21 2.81 -0.593
O -0.495039 -2.278452 -2.057968 -0.02 0.06 -0.57 -0.601
I -1.071279 -3.601892 0.481973 0.11 0.23 0.13 0.347
H -2.821946 1.643005 1.564266 -0.48 0.38 0.01 0.239
H 1.502587 -0.160283 -1.529185 0.08 0.04 0.06 0.237
H 0.119026 0.110470 -2.589081 -0.01 -0.01 0.01 0.249
H 0.055264 0.654936 -0.898466 0.03 0.06 -0.01 0.228
H -0.035130 -1.406523 2.184894 0.11 0.10 -0.09 0.250
H 0.880628 -0.265321 1.161937 -0.07 -0.04 0.13 0.238
```
Forces are in eV/Å.

HOMO energy   -9.2 eV
Energy   -16917.905 eV
F_max   3.07 eV/A